Here is C16H34MgO14 as an isolated structure from OMol25. Energies are from wB97M-V/def2-TZVPD.

Last column: natural (NBO) charge in e.
CARTESIAN COORDINATES (ANGSTROEM)
Mg  7.426  -40.164  4.905  1.80
C  3.088  -39.895  4.521  -0.64
C  4.350  -39.146  4.051  -0.02
O  5.506  -39.806  4.354  -1.06
H  2.882  -39.758  5.588  0.18
H  3.261  -40.978  4.501  0.21
H  2.211  -39.769  3.882  0.19
H  4.324  -38.087  4.380  0.09
H  4.286  -39.044  2.949  0.11
C  8.711  -43.329  2.128  -0.63
C  9.042  -42.181  3.032  -0.03
O  8.007  -41.333  3.368  -1.05
H  8.230  -44.203  2.585  0.18
H  9.604  -43.708  1.624  0.19
H  7.992  -42.981  1.382  0.22
H  9.750  -41.546  2.446  0.10
H  9.742  -42.408  3.862  0.09
C  10.569  -38.583  2.472  -0.27
O  9.777  -37.456  2.771  -0.50
C  8.575  -37.627  3.332  1.03
O  8.228  -38.545  4.017  -0.70
O  7.809  -36.627  2.936  -0.49
C  6.418  -36.660  3.213  -0.27
H  10.305  -38.957  1.483  0.20
H  10.516  -39.413  3.182  0.21
H  11.627  -38.317  2.476  0.19
H  6.287  -36.443  4.277  0.17
H  5.923  -37.598  2.959  0.24
H  5.929  -35.886  2.626  0.20
C  7.762  -36.253  6.828  -0.25
O  6.601  -36.843  7.402  -0.53
C  6.311  -38.115  7.105  1.04
O  7.109  -38.897  6.679  -0.68
O  5.054  -38.391  7.368  -0.48
C  4.212  -37.397  7.951  -0.26
H  8.597  -36.461  7.494  0.19
H  7.604  -35.177  6.783  0.20
H  7.932  -36.601  5.811  0.20
H  4.324  -36.384  7.572  0.20
H  4.469  -37.333  9.011  0.18
H  3.176  -37.702  7.855  0.21
C  10.996  -38.527  6.326  -0.25
O  10.825  -39.675  7.137  -0.50
C  10.003  -40.630  6.705  1.03
O  9.131  -40.397  5.915  -0.71
O  10.355  -41.775  7.233  -0.48
C  9.826  -42.967  6.640  -0.26
H  10.811  -38.716  5.272  0.20
H  11.908  -37.992  6.560  0.20
H  10.177  -37.841  6.570  0.18
H  10.221  -43.735  7.303  0.20
H  10.178  -43.066  5.616  0.21
H  8.743  -43.087  6.658  0.20
C  6.177  -41.292  8.772  -0.26
O  5.958  -42.465  8.013  -0.48
C  6.159  -42.441  6.731  1.03
O  6.848  -41.663  6.124  -0.72
O  5.651  -43.510  6.161  -0.48
C  5.921  -43.698  4.780  -0.27
H  7.152  -40.831  8.611  0.20
H  6.197  -41.547  9.831  0.20
H  5.359  -40.591  8.621  0.20
H  5.493  -42.883  4.205  0.23
H  5.615  -44.708  4.503  0.19
H  6.991  -43.816  4.576  0.20

Cartesian forces, eV/Å:
-1.699 -0.796 -1.722
0.260 -0.755 0.330
0.324 -0.686 -0.684
0.616 0.188 0.813
-0.259 0.540 -0.107
0.409 0.077 -0.390
-0.115 0.524 0.252
-0.174 0.063 0.469
-0.333 -0.027 -0.170
-0.499 -0.942 -0.263
0.756 2.724 -0.121
-0.209 -0.596 0.763
0.038 0.159 0.322
0.013 0.066 -0.045
0.177 0.112 -0.086
0.191 -0.281 -0.427
-0.461 -0.738 0.256
0.837 -1.249 -0.049
-0.241 0.535 0.490
-0.076 0.151 -1.305
0.379 0.242 0.406
0.495 0.336 -0.509
-0.790 -0.059 0.644
-0.058 -0.008 0.082
-0.672 0.175 0.061
-0.201 0.551 -0.129
-0.299 -0.134 -0.101
0.536 -0.182 0.173
0.406 0.196 0.005
0.341 0.014 0.209
-0.487 0.412 -0.200
-0.216 1.080 0.178
0.357 -0.279 -0.175
-0.251 -0.377 -0.286
-0.073 0.466 1.030
0.223 -0.011 -0.281
-0.195 -0.043 0.189
0.112 -0.290 0.143
0.184 -0.249 -0.522
-0.167 -0.049 0.051
0.113 -0.331 -0.216
-1.948 1.150 0.005
1.125 -0.600 0.542
0.727 1.066 -0.273
0.370 -0.560 -0.119
-0.418 0.102 0.112
-0.029 -0.915 0.493
0.594 -0.367 -0.071
0.346 -0.590 -0.013
0.072 0.111 0.075
0.149 -0.149 -0.372
0.058 -0.035 0.095
0.050 0.688 0.015
0.325 0.653 0.816
-0.679 -0.402 1.293
0.834 -0.702 -1.646
-0.075 0.562 0.582
-0.651 -0.632 0.914
0.969 -0.647 -0.781
-0.114 0.016 -0.631
-0.294 -0.511 -0.151
0.154 0.110 -0.244
0.078 -0.117 -0.236
-0.995 0.310 0.227
0.058 0.930 0.288

Summary:
Spin multiplicity: 1
Charge: 0
E_HOMO (Eh): -0.248
F_max (eV/Å): 2.8
Energy (eV): -51254.1121
Energy relative to the best compared isomer or geometry (same formula, charge and spin) (kJ/mol): 192.1
E_LUMO (eV): 0.3